Record 1
{"formula": "C5H16NO2", "method": "ωB97M-V with the def2-TZVPD basis set", "symbols": ["C", "C", "N", "C", "C", "C", "H", "H", "H", "H", "H", "H", "H", "H", "H", "H", "H", "H", "H", "H", "O", "H", "H", "O"], "positions_angstrom": [[0.41069, 1.12302, -0.53568], [-0.30987, 0.66314, 0.74091], [-1.33743, -0.52685, 0.56696], [-0.82102, -1.72957, 1.41371], [0.13011, -1.14734, 2.43221], [0.72081, 0.00840, 1.64321], [1.08169, 1.91117, -0.06779], [-0.21199, 1.40055, -1.37382], [1.08566, 0.57062, -1.19079], [-0.83828, 1.45676, 1.26503], [-1.40688, -0.99558, -0.43128], [-2.37569, -0.36485, 0.65335], [-1.67763, -2.33501, 1.84488], [-0.18940, -2.22276, 0.62666], [-0.42296, -0.96279, 3.27849], [0.79803, -1.85029, 2.69501], [1.53557, -0.53547, 1.10419], [1.40029, 0.75114, 2.22563], [-0.60751, -2.41059, -2.23159], [0.32049, -1.05710, -2.60866], [-0.25134, -1.46599, -1.94098], [1.19122, 2.78593, -3.96421], [0.58243, 3.85895, -3.10324], [1.19302, 3.07452, -3.04221]], "e_above_lowest_ev": 1.937, "charge": 1, "homo_lumo_gap_ev": 11.298, "largest_force_ev_per_a": 3.76, "e_homo_ev": -14.265}

---

Record 2
{"formula": "C4H30N2O10", "method": "ωB97M-V with the def2-TZVPD basis set", "symbols": ["C", "N", "C", "C", "N", "C", "O", "H", "H", "H", "H", "H", "H", "H", "H", "H", "H", "H", "H", "H", "H", "O", "H", "H", "O", "H", "H", "O", "H", "H", "O", "H", "H", "O", "H", "H", "O", "H", "H", "O", "H", "H", "O", "H", "H", "O"], "positions_angstrom": [[2.07894, 0.23421, -0.54869], [1.11950, 1.08841, -1.32445], [1.51843, -1.17038, -0.01790], [2.51149, -1.79324, 0.83520], [0.24708, -0.69543, 0.58592], [-0.95800, -1.43661, 0.81453], [-0.75900, -2.33578, 1.97059], [2.15020, 1.00650, 0.34213], [3.02011, 0.05083, -1.22440], [0.32191, 1.23975, -0.87844], [0.85947, 0.79841, -2.18701], [1.34343, -1.72592, -1.02231], [2.75752, -1.25635, 1.67959], [2.08511, -2.72795, 1.28112], [3.35844, -2.09838, 0.21079], [0.49469, -0.15141, 1.48257], [-1.21647, -2.21816, 0.14114], [-1.72782, -0.61520, 1.07535], [-0.93685, -3.25017, 1.69778], [0.93569, 3.65917, -0.65827], [2.14107, 3.94923, 0.13997], [1.68437, 4.13174, -0.68575], [-2.75157, 0.90899, 0.27804], [-2.62734, 2.33753, 0.01242], [-2.96741, 1.58686, -0.44539], [1.04554, 0.97699, 2.60780], [2.41189, 1.22567, 2.46469], [1.63053, 1.77289, 2.56174], [-3.96417, 0.59975, -2.53853], [-2.50674, 0.19879, -1.99113], [-3.10238, 0.24875, -2.80291], [-1.80065, 1.37395, 2.66317], [-2.93106, 2.33900, 2.71068], [-2.48541, 1.61947, 2.15590], [-0.92298, -1.22673, 3.30209], [-0.16446, -0.44415, 4.46478], [-0.46113, -0.32278, 3.59867], [-1.38436, 3.15912, -2.84800], [-1.96401, 1.64475, -3.14079], [-1.16835, 2.19478, -3.16498], [0.77387, -0.78716, -4.50116], [0.57641, -0.80692, -3.02127], [0.42829, -1.32191, -3.72090], [0.32085, -3.35057, -0.30641], [0.58866, -4.35047, -1.48574], [0.39669, -4.25991, -0.56225]], "e_above_lowest_ev": 5.268, "smiles": "C[C@H](CN)NCO.O.O.O.O.O.O.O.O.O", "homo_lumo_gap_ev": 9.030, "largest_force_ev_per_a": 6.35, "e_homo_ev": -8.941}